90
Properties=species:S:1:pos:R:3:mulliken_charge:R:1 method="wB97M-V/def2-TZVPD" lumo_energy_ha=-0.12549 total_charge=+1 homo_lumo_gap_ev=7.6 energy_ev=-154714.23045 e_homo_ev=-11.0 e_above_lowest_kj_mol=0.0
Bi 0.5059 -0.2550 0.2228 2.186
Br 6.5993 4.1456 1.0644 -0.125
C 4.8091 3.5604 0.9166 -0.088
C 4.1897 3.5679 -0.3205 -0.569
C 2.8771 3.1296 -0.4257 0.262
C 2.2076 2.6960 0.7076 -0.787
C 2.8355 2.6695 1.9434 -0.157
C 4.1430 3.1131 2.0485 -0.701
N 0.8595 2.2155 0.5918 0.198
C -0.0796 3.0663 0.6523 -0.403
C -1.4979 2.6839 0.5593 0.465
C -2.4726 3.6590 0.4281 -0.990
C -3.7971 3.2612 0.3063 -0.409
C -4.0864 1.9111 0.3372 -0.902
C -3.0399 1.0057 0.4881 -0.262
N -1.7749 1.3770 0.5923 0.148
H 4.7279 3.9016 -1.1968 0.465
H 2.3857 3.1126 -1.3915 0.457
H 2.3140 2.2807 2.8087 0.451
H 4.6475 3.1015 3.0045 0.451
H 0.1492 4.1262 0.7759 0.446
H -2.1950 4.7051 0.4097 0.463
H -4.5833 3.9945 0.1883 0.487
H -5.1015 1.5500 0.2473 0.451
H -3.2379 -0.0607 0.5179 0.420
O -0.4404 -2.4529 3.3726 -0.793
S 0.6716 -1.7939 2.6768 1.276
O 1.9276 -1.8771 3.3411 -0.647
O 0.2755 -0.3187 2.4047 -0.688
O 0.7182 -2.3297 1.2444 -0.652
C -2.8060 -4.9975 2.7514 -0.729
N -1.8549 -4.1183 1.9806 0.347
C -0.9994 -5.0026 1.0907 -0.774
N -1.8030 -5.8060 0.2268 0.139
C -2.7226 -6.6166 1.0227 -0.843
N -3.5931 -5.8110 1.8751 0.085
C -4.5507 -5.0240 1.0902 -0.765
P -3.7533 -3.8202 -0.0838 0.014
C -2.5908 -3.0974 1.1737 -0.165
C -2.5082 -5.0136 -0.7861 -0.736
H -3.4357 -4.3512 3.3621 0.383
H -2.1943 -5.6222 3.4026 0.351
H -1.2289 -3.5628 2.6509 0.213
H -0.4238 -5.6353 1.7670 0.320
H -0.3209 -4.3470 0.5524 0.304
H -2.1361 -7.2838 1.6564 0.323
H -3.3373 -7.2201 0.3562 0.371
H -5.2087 -4.4781 1.7700 0.423
H -5.1853 -5.7080 0.5239 0.414
H -3.1313 -2.4592 1.8755 0.650
H -1.8301 -2.4853 0.6879 -0.295
H -1.7764 -4.4571 -1.3754 0.424
H -3.0133 -5.6919 -1.4760 0.448
O 2.3008 -0.4757 -1.5422 -0.839
C 3.0960 -0.2774 -0.6035 0.804
O 2.6306 -0.1381 0.6027 -0.717
C 4.5545 -0.1560 -0.7906 0.537
C 5.3867 0.0050 0.3139 -0.249
C 6.7494 0.1650 0.1244 -0.801
C 7.2736 0.1668 -1.1618 -0.398
C 6.4423 -0.0023 -2.2626 -0.637
C 5.0802 -0.1679 -2.0794 -0.381
H 4.9582 0.0005 1.3072 0.530
H 7.4031 0.2915 0.9768 0.446
H 8.3381 0.2964 -1.3083 0.425
H 6.8601 -0.0077 -3.2605 0.422
H 4.4129 -0.3020 -2.9203 0.428
C -5.7149 4.5745 -3.5991 -1.691
C -4.4541 3.7980 -3.3507 0.576
C -4.4850 2.4092 -3.2795 -0.754
C -3.3411 1.6551 -3.0650 0.999
C -3.4653 0.1568 -3.0319 -1.338
C -2.1112 2.3325 -2.9241 1.068
C -0.8740 1.6072 -2.6286 -0.665
O -0.8076 0.4575 -2.2307 -0.510
C -2.0543 3.7358 -3.0206 0.801
C -0.7615 4.5061 -2.9037 -1.635
C -3.2299 4.4436 -3.2177 -0.939
H -6.5179 4.2453 -2.9385 0.377
H -6.0585 4.4230 -4.6240 0.362
H -5.5623 5.6424 -3.4525 0.382
H -5.4326 1.8965 -3.4054 0.419
H -4.4662 -0.1368 -3.3449 0.426
H -3.2817 -0.2396 -2.0328 0.100
H -2.7378 -0.3204 -3.6877 0.325
H 0.0615 2.1791 -2.7460 0.454
H -0.2413 4.3081 -1.9642 0.190
H -0.9586 5.5754 -2.9503 0.368
H -0.0690 4.2662 -3.7124 0.431
H -3.1919 5.5251 -3.2834 0.333


93
Properties=species:S:1:pos:R:3:mulliken_charge:R:1 method="wB97M-V/def2-TZVPD" lumo_energy_ha=-0.26382 total_charge=+3 homo_lumo_gap_ev=6.0 energy_ev=-174628.02286 e_homo_ev=-13.2 e_above_lowest_kj_mol=63.7
In 0.6116 -0.0043 -1.0312 2.281
N -1.5949 0.1731 -1.8170 -0.223
C -1.7959 1.4296 -2.5670 0.544
C -2.9066 1.6580 -3.3374 -0.429
C -3.0923 2.9334 -3.9821 -0.764
C -2.1987 3.9358 -3.9528 -1.205
C -0.9240 3.6746 -3.3616 0.478
C 0.1571 4.5091 -3.4651 -0.524
C 1.3530 4.1939 -2.8379 -1.198
C 1.4100 2.9861 -2.1138 0.007
N 0.4184 2.0996 -1.9876 -0.093
C -0.8043 2.4587 -2.5433 0.136
H -2.0030 -0.6002 -2.3275 0.355
H -2.0002 0.2728 -0.8667 0.269
H -3.7082 0.9490 -3.4413 0.342
H -3.9882 3.1413 -4.4546 0.517
H -2.3307 4.8573 -4.4520 0.550
H 0.0234 5.5039 -3.8584 0.443
H 2.2291 4.8702 -2.8176 0.415
H 2.2903 2.6453 -1.5384 0.539
Cl 7.2522 -1.9313 -3.8018 -0.171
C 5.9494 -1.3000 -2.8653 0.055
C 6.1079 -0.6714 -1.6356 -0.480
C 5.0029 -0.1132 -1.0168 -0.036
Cl 5.2151 0.9457 0.4559 -0.237
C 3.6511 -0.3093 -1.4634 0.060
O 2.6891 0.0679 -0.6913 -0.190
C 3.5732 -0.8837 -2.7292 0.993
C 2.3048 -1.0196 -3.3749 -0.128
O 1.1338 -0.7407 -3.0647 -0.689
C 4.6875 -1.3738 -3.3863 -1.072
H 7.1199 -0.6786 -1.1910 0.413
H 2.4914 -1.4988 -4.3412 0.346
H 4.5720 -1.7699 -4.3828 0.446
Se -0.3097 -2.0151 1.7071 0.395
N 0.0763 -2.0738 -0.0636 -0.366
C 0.1584 -3.3326 -0.3853 0.666
C 0.5473 -3.8480 -1.6568 -0.469
C 0.4903 -5.2092 -1.8617 -0.741
C 0.0467 -6.1222 -0.8462 -0.524
C -0.2562 -5.6867 0.4031 -0.842
C -0.2066 -4.2764 0.5762 0.715
N -0.5099 -3.7888 1.7249 -0.704
H 0.6714 -3.1652 -2.4428 0.595
H 0.7239 -5.5974 -2.8688 0.411
H -0.0721 -7.1587 -0.9908 0.456
H -0.4678 -6.3136 1.2500 0.490
C -3.8002 1.5096 2.9881 -1.043
C -2.5536 2.4146 2.6899 -0.436
C -1.2861 1.7480 2.2474 0.034
N -1.0354 1.2794 1.0899 -0.406
N 0.2872 0.8263 0.9629 0.104
C 1.0514 1.0631 2.0404 0.272
N 2.3199 0.7447 2.1479 -0.160
S 0.1194 1.6707 3.3746 -0.123
H -4.5861 2.2015 3.1511 0.342
H -3.6541 0.9066 3.8516 0.398
H -3.9781 0.8728 2.1210 0.249
H -2.3498 3.0894 3.5844 0.430
H -2.9023 3.0609 1.8660 0.173
H 2.8420 0.5783 1.2842 0.041
H 2.8148 0.9805 2.9811 0.228
N -5.5347 4.2900 -1.9951 -0.303
C -5.8306 3.1215 -1.3966 0.175
S -4.5925 2.1664 -0.6499 -0.370
N -7.0641 2.6771 -1.3507 -0.107
C -8.2184 3.2414 -1.9573 -0.153
C -8.8171 4.3284 -1.2766 0.087
C -9.9522 4.9253 -1.7640 -0.538
C -10.4496 4.4475 -2.9870 -0.458
C -9.9048 3.2866 -3.6106 -0.708
C -8.7406 2.7412 -3.1412 -0.288
H -4.4980 4.5805 -2.0209 0.218
H -6.3028 4.8800 -2.1790 0.243
H -7.0275 1.6771 -1.1615 0.276
H -8.3587 4.5534 -0.2951 0.376
H -10.4738 5.6759 -1.1637 0.387
H -11.3499 4.9059 -3.2982 0.388
H -10.2149 2.9703 -4.5702 0.393
H -8.2186 1.9011 -3.5527 0.450
N 9.0589 -3.8398 7.3036 -0.353
C 9.5292 -5.2330 7.0208 -0.413
C 8.7796 -6.1258 8.0366 -0.660
N 9.0104 -7.5271 7.9320 -0.541
H 9.1042 -3.1081 6.5569 0.358
H 9.5703 -3.4599 8.1372 0.375
H 8.0810 -3.8784 7.5522 0.318
H 10.6216 -5.2339 7.1174 0.326
H 9.2051 -5.4620 6.0085 0.335
H 7.6568 -5.7800 7.8654 0.368
H 9.2214 -5.7996 8.9706 0.401
H 9.9856 -7.7684 8.0785 0.254
H 8.6476 -7.9228 7.1069 0.232


88
Properties=species:S:1:pos:R:3:mulliken_charge:R:1 method="wB97M-V/def2-TZVPD" lumo_energy_ha="-0.08636 / -0.10646" total_charge=+1 spin_multiplicity=2 homo_lumo_gap_ev="8.2 / 7.6" energy_ev=-81488.59137 e_homo_ev="-10.5 / -10.5" e_above_lowest_kj_mol=0.0 s_squared=0.76
Ru 0.0552 0.3326 0.5341 -1.163
F 2.4549 -4.4494 1.2574 -0.206
C 1.1570 -4.7293 1.0618 0.367
F 1.0912 -5.9769 0.5735 -0.318
F 0.5639 -4.7421 2.2657 -0.244
C 0.5046 -3.7429 0.1319 -0.538
C -0.0771 -4.1586 -1.0462 -0.454
C -0.6903 -3.2323 -1.8864 -1.560
C -0.6812 -1.9073 -1.5191 -0.573
N -0.0868 -1.5044 -0.3912 1.061
C 0.4785 -2.3779 0.4571 1.289
S 1.1220 -1.5905 1.8525 -0.350
H -0.0559 -5.2069 -1.3109 0.576
H -1.1606 -3.5375 -2.8093 0.589
H -1.1408 -1.1341 -2.1177 0.576
N 0.6218 2.5446 0.7819 -0.607
C 1.4007 3.0405 -0.3352 0.108
C 1.2631 4.3240 -0.8268 -0.756
C 2.0407 4.7175 -1.9088 -0.681
C 2.9586 3.8417 -2.4715 -0.861
C 3.0919 2.5534 -1.9703 -0.493
C 2.2898 2.1466 -0.9144 -0.151
P 2.2104 0.5367 -0.0957 2.605
C 2.8676 -0.7288 -1.2031 0.919
C 2.6137 -0.6783 -2.5738 -0.432
C 3.0160 -1.7189 -3.3961 -1.189
C 3.6678 -2.8187 -2.8544 -0.680
C 3.9265 -2.8725 -1.4923 -0.806
C 3.5310 -1.8313 -0.6662 -0.497
C 3.4517 0.7514 1.2142 0.853
C 3.0843 0.9602 2.5384 0.144
C 4.0507 1.2335 3.4963 -1.103
C 5.3880 1.2903 3.1353 -0.652
C 5.7611 1.0836 1.8134 -0.836
C 4.7975 0.8222 0.8542 -0.449
H -0.2694 3.0297 0.8133 0.450
H 1.1076 2.6890 1.6673 0.482
H 0.5525 5.0094 -0.3804 0.477
H 1.9304 5.7156 -2.3106 0.430
H 3.5657 4.1595 -3.3082 0.472
H 3.7995 1.8661 -2.4169 0.491
H 2.1145 0.1790 -3.0062 0.226
H 2.8240 -1.6691 -4.4598 0.493
H 3.9813 -3.6311 -3.4969 0.424
H 4.4340 -3.7282 -1.0670 0.497
H 3.7219 -1.8844 0.3978 0.408
H 2.0425 0.9062 2.8300 -0.108
H 3.7566 1.3941 4.5251 0.470
H 6.1426 1.4943 3.8832 0.409
H 6.8043 1.1270 1.5300 0.446
H 5.0959 0.6653 -0.1757 0.450
F -3.1836 3.5569 -3.6585 -0.370
C -2.4702 2.8335 -2.7754 -0.027
C -2.8110 2.8805 -1.4387 -0.685
C -2.0636 2.1262 -0.5406 -0.773
C -0.9814 1.3334 -0.9394 1.595
C -0.6794 1.3365 -2.3015 0.220
C -1.4155 2.0682 -3.2274 -0.666
H -3.6478 3.4877 -1.1188 0.493
H -2.3568 2.1474 0.5071 0.185
H 0.1594 0.7582 -2.6701 0.048
H -1.1722 2.0615 -4.2819 0.478
C -4.9972 -2.6447 0.6127 -1.227
N -4.1829 -1.4390 0.5551 0.095
C -4.1620 -0.7851 -0.7427 -0.861
C -3.1681 -1.1957 1.4361 0.447
O -2.1535 -0.5712 1.0772 0.065
N -3.3346 -1.6799 2.7013 0.240
C -2.1877 -1.8944 3.5595 -0.883
C -4.6243 -1.7175 3.3709 -1.218
H -4.9233 -3.1630 -0.3456 0.397
H -6.0499 -2.4217 0.7976 0.310
H -4.6343 -3.3156 1.3857 0.408
H -3.7402 -1.4488 -1.5048 0.291
H -3.5675 0.1200 -0.6997 0.074
H -5.1829 -0.5371 -1.0349 0.460
H -1.2819 -1.9833 2.9653 0.033
H -2.3309 -2.8211 4.1170 0.459
H -2.0712 -1.0855 4.2908 0.299
H -5.3904 -1.2659 2.7490 0.368
H -4.5619 -1.1453 4.3003 0.387
H -4.9224 -2.7380 3.6206 0.329
N -0.2262 2.1973 3.5737 -0.761
N -0.6919 1.0739 2.8113 -0.297
H -0.5562 2.1421 4.5332 0.262
H -0.6379 3.0347 3.1785 0.208
H -1.7033 0.9715 2.8183 0.392
H -0.3118 0.2337 3.2338 0.216